Record 1
The following is a quantum chemistry calculation of C45H50BiGeP2Si as an isolated structure, from the Open Molecules 2025 dataset.

Output
HOMO-LUMO gap, hartree: 0.2914
E_HOMO, eV: -16.6
Relative energy (zero: lowest compared OMol25 entry of this formula, charge and spin), kJ/mol: 0.0

```
! RIJCOSX wB97M-V def2-TZVPD def2/J DEFGRID3
* xyz 3 1
Bi -0.0685 -0.0977 -0.1281
C -0.9481 -2.6895 -2.6157
Si 0.5628 -1.9848 -1.8554
C 1.6083 -0.9981 -3.0451
C 2.1719 -1.7286 -4.0944
C 2.8805 -1.0996 -5.1114
C 3.0254 0.2819 -5.1114
C 2.4797 1.0322 -4.0819
C 1.7929 0.3979 -3.0415
P 1.1474 1.4949 -1.7638
C -0.0658 2.5868 -2.4759
C 0.2269 3.9333 -2.6823
C -0.6998 4.7309 -3.3435
C -1.9017 4.1891 -3.7814
C -2.1941 2.8430 -3.5670
C -1.2758 2.0400 -2.9155
C 2.4132 2.4333 -0.9402
C 3.7547 2.3594 -1.3039
C 4.6848 3.1378 -0.6271
C 4.2784 3.9755 0.4022
C 2.9356 4.0445 0.7721
C 2.0001 3.2718 0.1051
C 1.4914 -3.1433 -0.7426
C 1.6823 -4.4525 -1.1969
C 2.4079 -5.3708 -0.4487
C 2.9685 -4.9936 0.7646
C 2.8008 -3.6996 1.2342
C 2.0488 -2.7814 0.4971
P 2.0371 -1.0748 1.1040
C 3.7038 -0.4776 0.7944
C 4.5736 -0.1108 1.8245
C 5.9064 0.1508 1.5255
C 6.3665 0.0423 0.2205
C 5.4993 -0.3340 -0.8007
C 4.1712 -0.5912 -0.5185
C 1.5964 -0.9778 2.8378
C 1.0413 -2.0719 3.5042
C 0.7014 -1.9533 4.8472
C 0.9084 -0.7533 5.5170
C 1.4275 0.3486 4.8428
C 1.7580 0.2452 3.5014
H -0.6803 -3.3969 -3.4157
H -1.5566 -1.9025 -3.0723
H -1.5466 -3.2305 -1.8758
H 2.0513 -2.8112 -4.1351
H 3.3043 -1.6902 -5.9158
H 3.5592 0.7768 -5.9167
H 2.5807 2.1131 -4.0971
H 1.1624 4.3595 -2.3369
H -0.4800 5.7788 -3.5151
H -2.6197 4.8186 -4.2954
H -3.1318 2.4266 -3.9176
H -1.4949 0.9819 -2.7727
H 4.0773 1.7100 -2.1074
H 5.7301 3.0915 -0.9099
H 5.0096 4.5876 0.9184
H 2.6226 4.7095 1.5702
H 0.9498 3.3374 0.3800
H 1.2568 -4.7717 -2.1473
H 2.5387 -6.3820 -0.8167
H 3.5415 -5.7076 1.3465
H 3.2660 -3.4067 2.1703
H 4.2444 -0.0594 2.8506
H 6.5881 0.4222 2.3220
H 7.4097 0.2371 -0.0014
H 5.8679 -0.4430 -1.8143
H 3.5078 -0.9104 -1.3174
H 0.8929 -3.0173 2.9939
H 0.2887 -2.8059 5.3734
H 0.6632 -0.6742 6.5706
H 1.5782 1.2860 5.3666
H 2.1497 1.1114 2.9764
C -5.5477 0.8812 2.1071
C -5.6471 -0.6286 1.9004
C -4.3402 -1.3681 2.1821
C -3.1900 -1.0106 1.2074
Ge -2.3195 0.6600 1.6251
C -1.5264 0.9233 3.3575
C -2.5498 1.4865 4.3662
C -3.0489 2.8912 4.0247
C -4.0010 3.4402 5.0823
H -6.5142 1.3747 1.9843
H -4.8834 1.3591 1.3739
H -5.1950 1.1169 3.1178
H -5.9738 -0.8478 0.8792
H -6.4156 -1.0292 2.5620
H -4.4995 -2.4436 2.0927
H -4.0352 -1.1918 3.2198
H -3.5426 -0.9615 0.1726
H -2.4068 -1.7724 1.2617
H -2.6011 1.8934 0.7673
H -0.6919 1.6143 3.2355
H -1.1252 -0.0424 3.6691
H -2.0521 1.5072 5.3404
H -3.3967 0.8020 4.4754
H -3.5589 2.8824 3.0570
H -2.1879 3.5597 3.9126
H -4.8798 2.7972 5.1968
H -4.3514 4.4394 4.8203
H -3.5058 3.5050 6.0547
*
```

Atom charges from the Löwdin analysis, given in e for atoms 1 to 2:
1 Bi 1.22
2 C -0.18

---

Record 2
The following is a quantum chemistry calculation of a 2-piece molecular cluster, C2H10NS2 overall in a non-equilibrium geometry, from the Open Molecules 2025 dataset.

Output
HOMO-LUMO gap, hartree: 0.3430
E_HOMO, eV: -12.8
Relative energy (zero: lowest compared OMol25 entry of this formula, charge and spin), kJ/mol: 46.4

```
! RIJCOSX wB97M-V def2-TZVPD def2/J DEFGRID3
* xyz 1 1
C 2.1384 -0.5768 0.5179
N 1.6803 0.8592 0.4842
H 3.1913 -0.5807 0.7522
H 1.4717 -1.1394 1.1626
H 1.8991 -0.9630 -0.4702
H 2.3330 1.3158 -0.1600
H 1.6244 1.3832 1.3409
H 0.7684 0.9980 0.0177
C -2.5468 -1.0844 -0.2875
S -1.0613 -0.2684 -0.8727
S -1.4924 1.6993 -0.3449
H -3.1501 -0.5699 0.4588
H -2.2448 -2.0562 0.0856
H -3.2628 -1.2377 -1.0989
H -1.3485 2.2209 -1.5856
*
```

Atom charges from the Löwdin analysis, given in e for atoms 1 to 2:
1 C -0.02
2 N 0.11

---

> Number 2 is which compound?

C2H10NS2

---

> Which value of relative energy (zero: lowest compared OMol25 entry of this formula, charge and spin) does entry 2 give?

46.4 kJ/mol

---

Repeat the second record exactly.
The following is a quantum chemistry calculation of a 2-piece molecular cluster, C2H10NS2 overall in a non-equilibrium geometry, from the Open Molecules 2025 dataset.

Output
HOMO-LUMO gap, hartree: 0.3430
E_HOMO, eV: -12.8
Relative energy (zero: lowest compared OMol25 entry of this formula, charge and spin), kJ/mol: 46.4

```
! RIJCOSX wB97M-V def2-TZVPD def2/J DEFGRID3
* xyz 1 1
C 2.1384 -0.5768 0.5179
N 1.6803 0.8592 0.4842
H 3.1913 -0.5807 0.7522
H 1.4717 -1.1394 1.1626
H 1.8991 -0.9630 -0.4702
H 2.3330 1.3158 -0.1600
H 1.6244 1.3832 1.3409
H 0.7684 0.9980 0.0177
C -2.5468 -1.0844 -0.2875
S -1.0613 -0.2684 -0.8727
S -1.4924 1.6993 -0.3449
H -3.1501 -0.5699 0.4588
H -2.2448 -2.0562 0.0856
H -3.2628 -1.2377 -1.0989
H -1.3485 2.2209 -1.5856
*
```

Atom charges from the Löwdin analysis, given in e for atoms 1 to 2:
1 C -0.02
2 N 0.11